The following is a quantum chemistry calculation of C23H40ClN5Re as an isolated structure, from OMol25.

Cartesian coordinates (Å):
Re: 0.040 0.038 -0.069
Cl: -0.169 1.093 -2.152
C: -0.798 3.804 1.948
C: -0.683 1.760 0.979
N: 0.031 2.863 1.412
H: -2.967 3.820 2.149
N: -1.997 2.139 1.184
H: -0.439 4.726 2.366
C: 1.498 2.954 1.407
C: 1.899 4.374 1.787
C: 2.056 1.971 2.450
H: 1.646 4.615 2.831
H: 2.990 4.452 1.688
H: 1.446 5.114 1.110
H: 3.090 2.881 0.002
H: 1.480 3.227 -0.762
H: 1.539 0.998 2.409
C: 2.012 2.640 0.006
H: 1.927 2.385 3.462
H: 3.130 1.822 2.264
H: 1.916 1.553 -0.249
C: -2.066 3.330 1.844
C: -3.429 0.337 1.940
H: -3.388 0.811 2.926
H: -4.419 -0.111 1.811
C: -3.177 1.347 0.827
H: -3.611 -0.121 -0.706
C: -4.369 2.282 0.737
H: -4.195 3.132 0.071
H: -2.671 -0.449 1.926
H: -1.835 0.097 -0.427
H: -4.684 2.666 1.715
H: -5.218 1.725 0.336
C: -2.871 0.657 -0.485
H: -2.767 1.362 -1.315
C: 2.061 -3.278 -1.949
N: 2.010 -2.189 -1.135
H: 0.447 -4.535 -2.742
N: -0.032 -2.818 -1.519
H: 2.986 -3.736 -2.264
C: 3.185 -1.399 -0.754
C: 4.403 -2.313 -0.751
C: 3.422 -0.293 -1.785
H: 4.692 -2.624 -1.764
H: 5.245 -1.752 -0.332
H: 4.243 -3.200 -0.128
H: 3.687 -0.102 0.889
H: 2.830 -1.606 1.374
H: 2.491 0.229 -2.041
C: 2.898 -0.815 0.613
H: 3.848 -0.705 -2.709
H: 4.128 0.434 -1.364
H: 1.867 -0.253 0.609
C: 0.794 -3.675 -2.184
C: -2.006 -1.841 -2.602
H: -1.754 -2.162 -3.621
H: -3.094 -1.738 -2.500
C: -1.495 -2.866 -1.591
H: -3.145 -2.577 -0.237
C: -1.921 -4.236 -2.079
H: -1.523 -5.039 -1.446
H: -1.546 -0.856 -2.458
H: -1.725 -1.637 0.200
H: -1.618 -4.400 -3.122
H: -3.017 -4.279 -2.043
C: -2.048 -2.614 -0.205
H: -1.687 -3.369 0.507
C: 0.698 -1.858 -0.825
N: -0.079 -1.395 2.777
C: -0.195 -0.797 1.758

Summary:
Frontier orbital gap (alpha / beta), eV: 1.30 / 3.86
Charge: -2
LUMO energy (alpha / beta), eV: 4.42 / 4.30
2S+1: 4
⟨S²⟩: 3.76

Here are the natural (NBO) charges for atoms 1 to 6, given in e: -0.084, -0.632, -0.100, 0.295, -0.414, 0.206


The following is a quantum chemistry calculation of C23H40CsGeN6O6PS2 as an isolated structure, from OMol25.

Cartesian coordinates (Å):
Cs: -0.330 0.520 1.500
N: -4.079 0.170 1.920
N: -4.382 1.547 1.808
C: -3.569 2.274 0.976
N: -3.526 3.610 1.263
N: -2.970 1.662 -0.007
N: -2.098 2.473 -0.725
O: -2.484 3.518 -1.312
O: -1.183 1.697 -1.394
H: -4.853 -0.258 2.409
H: -3.241 0.077 2.496
H: -4.474 2.029 2.697
H: -3.266 3.792 2.227
H: -3.029 4.155 0.575
C: 3.545 -4.070 -1.791
C: 3.936 -2.607 -1.764
O: 3.835 -2.094 -0.433
P: 2.708 -0.993 -0.094
S: 2.848 -0.551 1.814
S: 0.954 -1.581 -0.819
O: 3.311 0.195 -1.033
C: 2.720 1.488 -1.053
C: 3.571 2.457 -0.260
H: 3.669 -4.476 -2.797
H: 2.501 -4.171 -1.495
H: 4.164 -4.643 -1.101
H: 3.297 -2.030 -2.436
H: 4.975 -2.464 -2.074
H: 1.691 1.453 -0.664
H: 2.656 1.788 -2.102
H: 3.640 2.132 0.778
H: 3.132 3.457 -0.297
H: 4.578 2.499 -0.675
O: -2.310 3.415 4.644
C: -1.763 2.417 4.149
O: -1.855 2.011 2.967
C: -0.849 1.587 5.064
C: -0.308 2.184 6.232
C: 0.528 1.450 7.016
C: 0.832 0.116 6.650
C: 1.706 -0.709 7.392
C: 1.979 -1.980 6.972
C: 1.392 -2.481 5.792
C: 0.535 -1.708 5.062
C: 0.235 -0.390 5.476
N: -0.604 0.351 4.707
H: -0.584 3.203 6.457
H: 0.973 1.866 7.913
H: 2.158 -0.310 8.293
H: 2.657 -2.608 7.536
H: 1.639 -3.479 5.456
H: 0.094 -2.073 4.144
C: -2.671 -2.550 -1.654
C: -2.310 -1.476 -2.671
C: -3.348 -0.360 -2.720
C: -2.983 0.778 -3.681
Ge: -1.313 1.703 -3.240
C: 0.381 0.810 -3.667
C: 0.399 -0.019 -4.949
C: 1.721 -0.762 -5.134
C: 1.748 -1.620 -6.392
H: -1.903 -3.323 -1.609
H: -3.624 -3.022 -1.900
H: -2.762 -2.109 -0.659
H: -2.200 -1.926 -3.664
H: -1.332 -1.061 -2.399
H: -3.471 0.043 -1.713
H: -4.318 -0.778 -3.012
H: -3.766 1.540 -3.685
H: -2.897 0.406 -4.708
H: -1.317 3.150 -3.759
H: 0.624 0.167 -2.816
H: 1.154 1.580 -3.718
H: 0.212 0.615 -5.825
H: -0.411 -0.752 -4.923
H: 1.888 -1.387 -4.252
H: 2.542 -0.038 -5.162
H: 0.954 -2.369 -6.367
H: 2.699 -2.145 -6.496
H: 1.602 -1.011 -7.286

Summary:
Frontier orbital gap (alpha / beta), eV: 7.25 / 7.26
Charge: -1
LUMO energy (alpha / beta), eV: 2.15 / 2.15
Energy above the lowest of the compared OMol25 structures with the same formula, charge and spin, eV: 0.286
2S+1: 2
⟨S²⟩: 0.75

Here are the Löwdin charges for atoms 1 to 6, given in e: 0.989, 0.033, -0.036, -0.483, 0.171, 0.101


Listing max |F| for the structures above in their given order: 3.2; 0.9 eV/A.